<1>
The following is a quantum chemistry calculation of a structure of composition ClH12O6, from the OMol25 dataset.

Cartesian coordinates (Å):
Cl: -0.04 0.35 -0.07
O: -0.92 -1.86 1.00
H: -0.11 -1.73 1.49
H: -1.14 -0.98 0.67
O: 0.47 0.31 2.22
H: 0.65 -0.63 2.19
H: 0.29 0.54 1.31
O: -0.52 0.62 -2.53
H: 0.18 0.12 -2.95
H: -0.49 0.36 -1.61
O: -2.35 1.36 0.33
H: -1.98 1.88 1.04
H: -1.58 1.09 -0.18
O: 0.29 -1.92 -1.29
H: 1.19 -1.89 -1.62
H: 0.28 -1.31 -0.56
O: 2.02 1.60 0.26
H: 1.20 1.26 -0.11
H: 2.55 0.82 0.42

* charge: -1
* spin multiplicity: 1
* frontier orbital gap: 9.471 eV
* E_LUMO: 3.58 eV

***

<2>
The following is a quantum chemistry calculation of a cluster of 7 separate species, ClH12O6 in total, from the OMol25 dataset.

Cartesian coordinates (Å):
Cl: 0.27 -0.37 0.43
O: 2.47 1.87 -0.36
H: 2.72 1.38 -1.15
H: 1.84 1.27 0.09
O: -3.15 0.55 0.08
H: -2.21 0.40 -0.11
H: -3.15 1.40 0.52
O: -0.85 2.76 0.01
H: -0.46 1.87 0.01
H: -0.15 3.31 -0.36
O: 0.31 0.00 -2.82
H: 0.51 -0.88 -3.14
H: 0.49 -0.03 -1.87
O: -0.28 -3.43 -0.52
H: 0.56 -3.81 -0.81
H: -0.03 -2.56 -0.14
O: 0.53 -0.98 3.64
H: 0.18 -1.86 3.82
H: 0.39 -0.87 2.68

* charge: -1
* spin multiplicity: 1
* frontier orbital gap: 9.981 eV
* E_LUMO: 3.44 eV

***

<3>
The following is a quantum chemistry calculation of a cluster of 7 separate species, ClH12O6 in total, from the OMol25 dataset.

Cartesian coordinates (Å):
Cl: 8.15 -21.17 -0.37
O: 10.61 -23.06 -1.42
H: 10.95 -23.62 -0.71
H: 9.89 -22.54 -1.00
O: 7.11 -18.58 -2.18
H: 6.75 -19.00 -2.96
H: 7.30 -19.32 -1.57
O: 10.91 -19.19 -1.04
H: 10.21 -19.74 -0.66
H: 10.91 -19.43 -1.97
O: 6.84 -23.01 2.26
H: 7.24 -22.36 1.65
H: 6.21 -23.49 1.71
O: 10.10 -22.29 2.07
H: 9.60 -22.02 1.28
H: 9.91 -21.60 2.72
O: 6.70 -23.43 -2.35
H: 5.77 -23.24 -2.54
H: 6.91 -22.87 -1.58

* charge: -1
* spin multiplicity: 1
* frontier orbital gap: 9.894 eV
* E_LUMO: 3.38 eV

***

<2> (3.0 kcal/mol below the next structure)

***

<1>
The following is a quantum chemistry calculation of an isolated molecule of C2H2Cl2O2S, from the OMol25 dataset.

Cartesian coordinates (Å):
C: -0.40 0.03 -0.20
C: 0.85 0.39 0.56
O: -3.04 -0.42 -0.22
O: -0.34 -0.64 -1.26
S: -1.98 0.27 0.59
Cl: 1.60 1.80 -0.26
Cl: 1.98 -0.95 0.40
H: 0.86 0.67 1.69
H: 0.48 -1.13 -1.29

* spin multiplicity: 1
* frontier orbital gap (alpha / beta): 8.088 / 8.087 eV
* E_LUMO (alpha / beta): -0.61 / -0.61 eV

***

<2>
The following is a quantum chemistry calculation of a cluster of 2 separate species, C2H2Cl2O2S in total, from the OMol25 dataset.

Cartesian coordinates (Å):
C: -1.07 0.22 1.67
C: -1.51 -0.13 -0.70
O: -0.99 -0.70 3.94
O: -0.65 -0.93 -1.29
S: -0.97 -1.17 2.50
Cl: -3.14 -0.71 -0.52
Cl: -1.59 1.47 -1.45
H: -1.54 1.18 1.67
H: 0.20 -0.45 -1.47

* spin multiplicity: 1
* frontier orbital gap (alpha / beta): 8.018 / 7.972 eV
* E_LUMO (alpha / beta): -0.99 / -1.01 eV

***

<1> (69.8 kcal/mol below the next structure)

***

<1>
The following is a quantum chemistry calculation of an isolated molecule of C7H13NO, from the OMol25 dataset.

Cartesian coordinates (Å):
C: -1.34 -0.80 -1.49
C: -1.53 -0.24 -0.30
C: -2.78 -0.43 0.50
C: -0.56 0.72 0.35
O: -0.95 1.81 0.80
C: 0.73 0.14 0.85
C: 1.14 -1.29 0.74
C: 1.34 0.98 -0.56
N: 2.71 1.27 -0.16
H: -2.08 -1.44 -1.93
H: -0.44 -0.66 -2.07
H: -2.56 -0.93 1.45
H: -3.22 0.54 0.74
H: -3.51 -1.04 -0.04
H: 1.00 0.62 1.79
H: 0.80 -1.77 -0.18
H: 2.23 -1.30 0.71
H: 0.78 -1.86 1.59
H: 0.89 1.86 -1.04
H: 1.38 0.24 -1.36
H: 2.69 2.00 0.55
H: 3.26 1.58 -0.95

* SMILES: C=C(C)C(=O)[C@@H](C)CN
* spin multiplicity: 1
* frontier orbital gap: 9.926 eV
* E_LUMO: 0.90 eV

***

<2>
The following is a quantum chemistry calculation of an isolated molecule of C7H13NO, from the OMol25 dataset.

Cartesian coordinates (Å):
C: -2.53 0.36 -0.51
O: -1.38 -0.23 -1.05
C: -0.06 0.30 -0.89
C: 0.66 -1.03 -1.08
C: 0.26 -1.73 0.30
N: -0.22 -0.58 1.18
C: 0.43 0.55 0.58
C: 1.95 0.63 0.83
C: -0.05 1.69 -0.26
H: -2.37 0.46 0.55
H: -2.77 1.35 -0.94
H: -3.29 -0.34 -0.76
H: 0.30 -1.64 -1.87
H: 1.74 -0.87 -1.24
H: 1.12 -2.26 0.76
H: -0.64 -2.39 0.22
H: 0.03 -0.64 2.20
H: 2.40 -0.43 0.92
H: 2.17 1.18 1.74
H: 2.49 1.06 -0.03
H: -1.03 2.23 -0.21
H: 0.80 2.35 -0.45

* SMILES: CO[C@]12CCN[C@]1(C)C2
* spin multiplicity: 1
* frontier orbital gap: 8.805 eV
* E_LUMO: 1.00 eV

***

<3>
The following is a quantum chemistry calculation of a cluster of 2 separate species, C7H13NO in total, from the OMol25 dataset.

Cartesian coordinates (Å):
C: -2.05 -1.11 0.45
C: -1.36 -0.13 -0.10
C: -1.88 1.28 -0.19
C: 0.02 -0.34 -0.70
C: -0.02 -0.23 -2.23
O: 0.56 -1.61 -0.40
H: -3.03 -0.94 0.88
H: -1.69 -2.12 0.48
H: -2.20 1.50 -1.21
H: -2.73 1.41 0.47
H: -1.11 2.00 0.08
H: 0.69 0.44 -0.31
H: -0.73 -0.94 -2.63
H: 0.96 -0.46 -2.62
H: -0.30 0.78 -2.53
H: 0.50 -1.75 0.55
C: 2.67 -0.56 1.72
C: 2.38 0.70 1.65
N: 2.31 1.90 1.58
H: 2.83 -1.05 2.67
H: 2.75 -1.17 0.82
H: 1.43 2.40 1.59

* SMILES: C=C(C)[C@H](C)O.C=C=N
* spin multiplicity: 1
* frontier orbital gap: 9.889 eV
* E_LUMO: 0.77 eV

***

<4>
The following is a quantum chemistry calculation of an isolated molecule of C7H13NO, from the OMol25 dataset.

Cartesian coordinates (Å):
C: -1.95 -1.53 1.55
C: -1.41 -0.31 1.44
C: 0.07 0.16 0.66
C: 1.27 -0.63 1.17
N: -0.23 0.11 -0.71
C: -0.60 -1.16 -1.34
C: 0.67 1.10 -1.63
C: 1.12 2.42 -1.06
O: 0.81 0.86 -2.82
H: -2.87 -1.69 2.13
H: -1.52 -2.41 1.08
H: -1.90 0.53 1.92
H: 0.17 1.19 1.00
H: 2.18 -0.05 1.01
H: 1.18 -0.80 2.25
H: 1.39 -1.59 0.67
H: -1.69 -1.22 -1.38
H: -0.21 -1.21 -2.36
H: -0.19 -2.02 -0.81
H: 0.32 2.88 -0.49
H: 2.00 2.26 -0.43
H: 1.40 3.10 -1.87

* SMILES: C=C[C@@H](C)N(C)C(C)=O
* spin multiplicity: 1
* frontier orbital gap: 9.639 eV
* E_LUMO: 0.90 eV

***

<4> (4.6 kcal/mol below the next structure)

***

<1>
The following is a quantum chemistry calculation of a cluster of 5 separate species, H9O5 in total, from the OMol25 dataset.

Cartesian coordinates (Å):
O: -0.68 0.98 0.07
H: -1.11 1.72 -0.37
O: -1.13 2.31 2.21
H: -1.72 2.95 1.84
H: -0.80 1.70 1.43
O: -1.30 -1.63 0.56
H: -0.91 -0.72 0.64
H: -1.89 -1.56 1.34
O: 1.24 0.53 -2.01
H: 0.43 0.80 -1.52
H: 0.99 -0.27 -2.44
O: 2.04 -2.34 -0.81
H: 1.22 -1.85 -0.99
H: 2.57 -1.69 -0.36

* charge: -1
* spin multiplicity: 1
* frontier orbital gap: 8.961 eV
* E_LUMO: 4.22 eV

***

<2>
The following is a quantum chemistry calculation of a cluster of 5 separate species, H9O5 in total, from the OMol25 dataset.

Cartesian coordinates (Å):
O: 1.04 0.10 0.80
H: 1.18 0.84 1.39
O: 3.13 -0.27 -0.70
H: 3.31 -1.21 -0.69
H: 2.30 -0.19 -0.12
O: -0.32 0.48 -1.46
H: 0.53 0.69 -1.91
H: 0.04 0.30 -0.52
O: -1.30 -0.37 2.04
H: -0.39 -0.06 1.77
H: -1.71 -0.66 1.23
O: -2.95 -0.06 -0.75
H: -2.79 0.36 0.10
H: -2.07 0.06 -1.17

* charge: -1
* spin multiplicity: 1
* frontier orbital gap: 9.586 eV
* E_LUMO: 4.30 eV

***

<3>
The following is a quantum chemistry calculation of a cluster of 5 separate species, H9O5 in total, from the OMol25 dataset.

Cartesian coordinates (Å):
O: -0.63 0.91 0.44
H: -0.35 1.55 -0.15
O: -1.87 -1.76 -0.24
H: -1.71 -2.43 0.46
H: -1.51 -0.92 0.11
O: 1.71 -0.03 0.05
H: 2.10 0.57 0.71
H: 0.73 0.43 0.22
O: -2.32 2.01 2.21
H: -1.80 1.99 1.41
H: -2.51 1.07 2.22
O: 3.14 -1.15 -2.64
H: 2.23 -1.42 -3.08
H: 2.78 -0.83 -1.72

* charge: -1
* spin multiplicity: 1
* frontier orbital gap: 9.132 eV
* E_LUMO: 4.06 eV

***

<2> (14.9 kcal/mol below the next structure)